# 1
{"formula": "C6H14AlN2O10P2", "method": "ωB97M-V/def2-TZVPD", "lumo_ha": 0.165, "e_homo_ev": 3.22, "energy_ha": -2023.75290, "orbital_gap_ev": 1.28, "e_above_lowest_kcal_mol": 145.27, "total_charge": -3, "species": ["Al", "P", "O", "O", "O", "O", "P", "O", "O", "O", "O", "C", "O", "N", "C", "C", "H", "H", "H", "H", "H", "H", "H", "C", "O", "N", "C", "C", "H", "H", "H", "H", "H", "H", "H"], "xyz": [[-0.89904, -2.26033, -1.50796], [-6.15574, -1.07688, -3.55578], [-5.54311, -2.40979, -3.19162], [-5.13676, 0.06887, -3.10602], [-7.18654, -0.87190, -2.42665], [-6.67995, -0.89453, -4.97716], [-4.27584, -0.47731, 3.16981], [-5.74067, -0.44660, 2.73433], [-3.69849, -1.89270, 2.78500], [-3.98571, -0.04912, 4.57215], [-3.69383, 0.41206, 2.08309], [4.04510, -4.97262, 2.99596], [3.16882, -4.68900, 2.18358], [3.88826, -4.81595, 4.34072], [2.64937, -4.43616, 4.94720], [4.91447, -5.45335, 5.19851], [5.06972, -5.28962, 2.74728], [1.91513, -3.96933, 4.29065], [2.78178, -3.90334, 5.88883], [2.02689, -5.30840, 5.14670], [4.83863, -6.52191, 4.99719], [5.88945, -4.98825, 5.05296], [4.60426, -5.33471, 6.23668], [-0.16484, 4.73459, -3.40073], [0.32140, 3.62566, -3.11988], [0.57412, 5.60544, -4.09223], [-0.11739, 6.90863, -4.42550], [1.89069, 5.46417, -4.66099], [-1.09881, 5.11013, -2.95478], [-0.58309, 7.18187, -5.37237], [0.63354, 7.68245, -4.26611], [-0.99618, 7.10242, -3.81045], [1.85415, 5.45327, -5.75032], [2.64672, 6.21809, -4.44161], [2.24338, 4.49414, -4.31061]]}

=====

# 2
{"formula": "C10H20Cl8O6", "method": "ωB97M-V/def2-TZVPD", "lumo_ha": 0.016, "e_homo_ev": -10.45, "energy_ha": -4525.96584, "orbital_gap_ev": 10.88, "e_above_lowest_kcal_mol": 0.00, "smiles": "COC(=O)OC.COC(=O)OC.ClCCl.ClCCl.ClCCl.ClCCl", "total_charge": 0, "species": ["C", "O", "C", "O", "O", "C", "H", "H", "H", "H", "H", "H", "C", "O", "C", "O", "O", "C", "H", "H", "H", "H", "H", "H", "Cl", "C", "Cl", "H", "H", "Cl", "C", "Cl", "H", "H", "Cl", "C", "Cl", "H", "H", "Cl", "C", "Cl", "H", "H"], "xyz": [[1.32843, -3.03628, -4.99890], [1.16859, -2.35771, -3.75453], [-0.00332, -1.78193, -3.50798], [-0.98160, -1.73677, -4.26406], [0.10863, -1.24866, -2.27381], [-0.99658, -0.54763, -1.70778], [0.67099, -3.90524, -5.00998], [2.37477, -3.31189, -5.10707], [1.03343, -2.37165, -5.81101], [-0.75634, -0.17244, -0.71332], [-1.93313, -1.08997, -1.58116], [-1.19797, 0.36649, -2.26827], [1.30334, 2.46955, -1.95649], [1.70392, 1.67793, -3.06242], [2.63808, 0.75341, -2.92400], [3.33554, 0.53345, -1.93096], [2.82778, 0.16257, -4.09615], [3.83580, -0.82543, -4.36009], [0.80660, 3.33544, -2.39130], [2.10440, 2.93425, -1.37992], [0.72456, 1.81207, -1.30943], [4.12565, -1.44214, -3.51139], [4.72509, -0.40154, -4.83011], [3.58188, -1.48906, -5.18660], [3.14118, 4.98622, 4.75044], [2.07613, 3.99781, 5.66359], [1.24949, 4.77199, 7.05967], [1.24332, 3.68127, 5.03636], [2.52672, 3.03508, 5.90051], [0.45606, 1.12830, 1.52799], [-0.48012, 1.23103, 3.01230], [-1.06168, 2.85533, 3.31431], [-1.30699, 0.52433, 3.01221], [0.15060, 1.03483, 3.87731], [-1.99195, -1.78595, 1.57760], [-2.95557, -2.93630, 2.53120], [-2.77803, -2.77980, 4.29294], [-3.96376, -2.81358, 2.14541], [-2.50661, -3.88777, 2.25591], [-5.89670, -1.70007, 3.64689], [-5.32222, -0.22948, 4.54385], [-3.94445, 0.52850, 3.71788], [-6.15472, 0.46879, 4.50635], [-5.00926, -0.43736, 5.56403]]}

=====

# 3
{"formula": "C6H13O", "method": "ωB97M-V/def2-TZVPD", "lumo_ha": [0.039, -0.050], "s2": 0.75, "e_homo_ev": [-10.41, -9.92], "energy_ha": -311.55265, "orbital_gap_ev": [11.48, 8.57], "e_above_lowest_kcal_mol": 5.52, "total_charge": 0, "multiplicity": 2, "species": ["C", "O", "C", "C", "C", "C", "C", "H", "H", "H", "H", "H", "H", "H", "H", "H", "H", "H", "H", "H"], "xyz": [[-2.07104, 1.56059, -0.51437], [-3.00450, 0.82879, -1.11703], [-1.03955, 0.85540, 0.39468], [0.41980, 0.92680, -0.08653], [1.38532, 0.09314, 0.75557], [1.11498, -1.42162, 0.62052], [0.80769, -1.93945, -0.78444], [-1.53594, 2.18556, -1.22601], [-2.53179, 2.37759, 0.07778], [-1.09174, 1.38360, 1.33184], [-1.30821, -0.18649, 0.53475], [0.75111, 1.95547, -0.19392], [0.36876, 0.48566, -1.09311], [1.15127, 0.34699, 1.78276], [2.42060, 0.30077, 0.46586], [1.95595, -1.98295, 1.05438], [0.29433, -1.67481, 1.30927], [1.38748, -1.44601, -1.54918], [-0.22350, -1.63802, -1.02839], [0.74896, -3.01100, -0.73444]]}

=====

# 4
{"formula": "C4H5NO", "method": "ωB97M-V/def2-TZVPD", "lumo_ha": -0.015, "e_homo_ev": -9.94, "energy_ha": -285.32362, "orbital_gap_ev": 9.54, "e_above_lowest_kcal_mol": 57.08, "smiles": "[H]/N=C1\\CCC1=O", "total_charge": 0, "species": ["H", "N", "C", "C", "C", "C", "O", "H", "H", "H", "H"], "xyz": [[0.32907, 2.13168, 0.62824], [-0.30891, 2.30539, -0.18949], [-0.27337, 1.04188, -0.22985], [0.56495, -0.07673, 0.73057], [0.01662, -1.13741, -0.22839], [-0.80057, -0.12091, -1.03896], [-1.58146, -0.19805, -1.94233], [1.66967, -0.00982, 0.76181], [0.21796, -0.18219, 1.77521], [-0.61231, -1.90511, 0.22249], [0.77561, -1.62027, -0.84767]]}

=====

- Number 1 is which compound?
  C6H14AlN2O10P2

=====

- Number 2 is which compound?
  C10H20Cl8O6